Record 1
59
Properties=species:S:1:pos:R:3:forces:R:3:lowdin_charge:R:1 method="wB97M-V/def2-TZVPD" gap_ev=7.856 spin_multiplicity=1 energy_ev=-39564.9391 relative_energy_kcal_mol=16.9 fmax_ev_per_a=1.80 charge=-1
C -0.7671 0.3422 0.2424 -1.751 0.283 -0.300 -0.067
C 0.4648 -0.5252 0.2902 0.139 -0.139 -0.153 -0.433
O 1.3892 -0.2661 -0.6832 0.898 0.312 -0.547 -0.345
H -1.4635 0.1341 -0.5700 0.305 -0.671 -0.725 0.058
H -0.6458 1.4161 0.1007 0.656 0.060 0.489 0.068
H -1.4620 0.2002 1.0701 0.488 0.089 0.426 0.035
H 0.2073 -1.5841 0.2660 -0.650 -0.368 0.047 0.088
H 0.9092 -0.4222 1.2801 0.165 0.425 0.857 0.066
O 0.1127 -0.4550 -3.4142 -0.276 -0.201 -0.739 -0.052
H 0.5373 -0.3176 -2.5674 0.589 0.032 0.863 -0.010
H -0.7622 -0.7752 -3.1948 -0.206 -0.136 0.060 -0.016
O 2.0474 1.3478 3.3362 0.122 -0.257 0.167 -0.040
H 2.7066 1.0342 2.7170 0.330 -0.102 -0.528 0.019
H 2.3646 2.2088 3.6087 -0.089 0.265 0.073 0.057
O -2.6764 -1.0735 2.9556 0.062 -0.921 0.572 -0.060
H -3.1124 -0.3579 2.4929 -0.362 0.488 -0.433 -0.021
H -1.7471 -0.9552 2.7593 0.189 0.060 -0.109 0.002
O 3.8413 0.9266 0.4698 0.501 0.457 0.948 -0.042
H 4.5131 0.3366 0.8116 0.288 -0.126 -0.005 0.046
H 3.2064 0.3483 0.0471 -1.038 -0.497 -0.559 -0.008
O -0.6062 4.0416 1.0667 -0.551 0.209 0.252 -0.063
H -0.6694 4.9433 1.3817 -0.103 0.188 0.128 0.018
H 0.1466 4.0461 0.4755 0.572 -0.554 -0.359 -0.005
O 1.5985 2.6333 -0.1399 -0.146 1.235 0.044 -0.047
H 2.3139 2.5504 0.4906 0.301 -0.157 0.008 0.018
H 1.3130 1.7335 -0.2985 -0.035 -0.939 -0.323 -0.013
O -3.8923 0.9708 1.4639 -0.339 -0.170 0.509 -0.044
H -3.3423 1.7161 1.7054 0.311 0.269 0.099 0.052
H -3.9537 1.0171 0.5098 0.025 0.161 -0.595 0.012
O -0.6544 1.1788 3.5160 -0.751 0.048 0.079 -0.057
H 0.1878 1.0607 3.0768 0.535 0.242 -0.128 -0.020
H -0.7422 0.4087 4.0777 -0.124 -0.118 0.242 0.026
O -2.9016 -0.4100 -3.1347 0.021 -0.201 0.024 -0.027
H -3.4943 -0.7696 -2.4747 -0.112 -0.079 0.368 0.066
H -3.3595 -0.5404 -3.9650 -0.031 0.001 -0.309 0.068
O -1.5009 1.9987 -3.2243 0.149 0.823 0.332 -0.055
H -2.0286 2.2743 -3.9738 -0.135 0.077 -0.128 0.041
H -1.7785 1.0987 -3.0534 0.181 -0.521 -0.264 -0.036
O 3.0122 0.8924 -2.5797 0.747 0.349 -0.474 -0.054
H 2.4394 1.6061 -2.8605 -0.202 0.062 -0.056 0.054
H 2.5822 0.5303 -1.8050 -0.743 -0.040 0.615 -0.033
O -3.7340 2.1235 -1.3345 -0.742 -0.322 0.407 -0.051
H -3.6380 3.0108 -0.9884 0.110 0.244 0.081 0.049
H -2.8516 1.8776 -1.6123 0.553 0.165 -0.391 -0.010
O 3.4367 -1.7275 -3.2819 0.442 -0.558 -0.505 -0.076
H 3.1360 -2.3904 -2.6603 -0.073 -0.234 0.246 -0.021
H 3.2828 -0.8940 -2.8371 -0.088 0.501 -0.297 -0.035
O 2.4900 -2.1726 2.7032 0.375 -0.303 0.005 -0.045
H 2.1222 -1.9396 3.5557 -0.131 0.047 0.206 0.034
H 2.2172 -1.4626 2.1220 -0.218 0.231 -0.290 -0.014
O -1.7533 -4.0069 2.1428 0.112 -0.534 0.470 -0.068
H -1.2973 -3.6099 1.4007 0.003 0.336 -0.318 -0.022
H -2.4664 -3.3993 2.3393 -0.191 0.397 0.114 0.008
O 2.4177 -2.9210 -0.9438 0.117 -1.139 -0.006 -0.051
H 2.0936 -2.0448 -0.7351 -0.493 1.459 -0.112 -0.015
H 2.6846 -3.2855 -0.0999 0.116 -0.183 0.200 0.038
O -1.1391 -3.7198 -0.5364 -0.296 0.044 -0.054 -0.051
H -0.7472 -4.5409 -0.2392 0.097 -0.344 -0.012 0.045
H -0.5871 -3.4410 -1.2670 0.376 0.253 -0.209 0.042



Record 2
8
Properties=species:S:1:pos:R:3:forces:R:3:lowdin_charge:R:1 method="wB97M-V/def2-TZVPD" gap_ev=4.706 spin_multiplicity=1 energy_ev=-9350.2387 fmax_ev_per_a=0.10 charge=-1
Au -0.0019 0.0006 0.0207 -0.010 0.006 0.049 0.426
O -0.3597 0.2284 1.8225 -0.009 0.006 0.046 -1.158
C 0.8833 -0.5628 -4.4369 0.004 -0.003 -0.023 -0.084
C 0.6021 -0.3838 -3.0203 -0.001 0.001 0.007 -0.244
N 0.3796 -0.2422 -1.9001 0.019 -0.012 -0.095 -0.161
H 0.5281 0.2959 -5.0071 -0.001 0.002 0.005 0.073
H 0.3866 -1.4572 -4.8137 -0.002 0.000 0.006 0.073
H 1.9559 -0.6676 -4.6019 0.000 0.001 0.006 0.073